# 1
A structure of composition C15H35FeN6OP, computed with ωB97M-V/def2-TZVPD.

The geometry in ORCA input format:
```
! wB97M-V def2-TZVPD RIJCOSX def2/J DEFGRID3
* xyz 3 2
Fe -0.12853 2.25749 1.61918
N -0.75255 2.96323 3.41127
C -2.22866 3.13194 3.29505
C -2.49648 3.84962 1.98686
N -1.80177 3.09343 0.90549
C -1.46595 3.88413 -0.30278
C -0.52903 3.04011 -1.14532
N 0.63638 2.65667 -0.29646
H -0.52405 2.42096 4.24055
H -0.34398 3.88250 3.58273
H -2.64692 3.67544 4.14166
H -2.67038 2.13577 3.27230
H -2.10222 4.86756 2.00408
H -3.56763 3.91605 1.79569
H -2.42862 2.34515 0.61323
H -0.97682 4.80628 0.02059
H -2.35225 4.16759 -0.87281
H -0.22787 3.56309 -2.05258
H -1.03370 2.11751 -1.43729
H 1.24973 3.46863 -0.21108
H 1.20383 1.95283 -0.75791
C 2.42758 -1.16797 -4.14343
C 1.84527 -2.46824 -3.58968
P 0.29156 -2.27732 -2.69156
C -1.01017 -1.56123 -3.71896
C -1.58838 -2.58115 -4.71902
C -0.21667 -3.80970 -1.87669
C 0.08986 -5.06631 -2.71366
H 3.34645 -1.39071 -4.68206
H 2.67315 -0.46582 -3.34699
H 1.75016 -0.68402 -4.84595
H 2.54294 -2.97839 -2.92166
H 1.62145 -3.17394 -4.40058
H -0.57470 -0.70586 -4.23874
H -1.79143 -1.18513 -3.05537
H -0.82235 -2.97887 -5.38373
H -2.32997 -2.07386 -5.33448
H -2.08458 -3.40690 -4.21222
H -1.28437 -3.71215 -1.66712
H 0.30050 -3.86224 -0.91605
H -0.34425 -5.01464 -3.71025
H -0.34034 -5.92845 -2.20634
H 1.16133 -5.23415 -2.80466
C -0.83086 -1.91976 3.51411
N 0.34671 -1.05349 3.34038
C 1.55370 -1.34332 3.91343
C 2.60721 -0.50745 3.81346
C 2.42918 0.71612 3.10222
N 1.24895 0.97975 2.52307
C 0.22261 0.10704 2.65197
O -0.86032 0.46910 2.11604
N 3.41276 1.60135 3.00806
H -0.50225 -2.86576 3.93327
H -1.30468 -2.08540 2.55106
H -1.54297 -1.44943 4.18862
H 1.60588 -2.27793 4.45479
H 3.55113 -0.75270 4.27601
H 4.30214 1.43732 3.45239
H 3.28523 2.47565 2.52785
*
```

As for the HOMO energy (alpha / beta): -17.6 / -17.6 eV. The value obtained for the LUMO energy (alpha / beta) is -7.99 / -10.38 eV. As for the total energy: -70763.8584 eV.

Atomic partial charges in e from the Löwdin method, atoms 1 to 5: 0.62 0.00 -0.17 -0.14 -0.12


# 2
A structure of composition C15H35InN3O9S2 at a distorted geometry, computed with ωB97M-V/def2-TZVPD.

The geometry in ORCA input format:
```
! wB97M-V def2-TZVPD RIJCOSX def2/J DEFGRID3
* xyz -1 1
C -0.63984 1.14765 -0.44353
C -2.00542 1.93129 -0.65280
C -1.83559 3.14432 -1.64640
C -1.95803 2.71676 -3.16523
C -0.45672 2.64476 -3.73063
C -0.39149 2.79853 -5.28781
C 1.09628 2.91238 -5.83763
In 2.68082 2.14106 -4.45322
N 2.50050 2.88117 -2.42980
C 2.49335 -0.10681 -4.29755
O 1.17511 -0.62893 -4.71715
N 0.60736 -1.21983 -3.61869
O -0.55950 -0.99915 -3.56544
N 4.67151 2.78330 -5.08773
C 4.87762 3.80395 -4.48955
O 4.91726 4.87922 -4.00216
H -0.78369 0.53277 0.48193
H 0.22150 1.84854 -0.31037
H -0.44738 0.43627 -1.29312
H -2.80037 1.22849 -1.02228
H -2.28652 2.37824 0.34198
H -0.86637 3.64917 -1.40726
H -2.64148 3.89277 -1.40438
H -2.37534 1.68130 -3.28567
H -2.48456 3.46932 -3.79974
H 0.09096 3.52445 -3.29936
H -0.04462 1.66830 -3.36134
H -0.92422 1.90409 -5.72357
H -1.00857 3.68379 -5.61854
H 1.28692 3.95154 -6.22715
H 1.12360 2.25659 -6.75779
H 1.77617 2.30621 -1.98341
H 3.37693 2.61179 -1.95979
H 2.59562 -0.39996 -3.21376
H 3.30272 -0.65739 -4.85332
O 2.95686 0.02461 1.33430
S 2.09778 -1.11536 1.44665
O 0.70039 -0.98365 1.74043
O 2.74989 -2.16073 2.48112
C 3.04743 -1.70389 3.80604
C 1.79387 -1.53033 4.64489
C 2.25859 -2.09778 -0.01143
H 3.62732 -0.77817 3.76576
H 3.68321 -2.46329 4.26371
H 1.16239 -0.73326 4.25171
H 2.05135 -1.27611 5.67451
H 1.19861 -2.44540 4.64106
H 3.31489 -2.23846 -0.23000
H 1.77244 -1.55968 -0.82552
H 1.76178 -3.05231 0.15110
O -4.50059 -1.60358 5.74030
S -3.46952 -2.56625 5.99294
O -2.09815 -2.17754 6.13312
O -3.57249 -3.73684 4.90299
C -3.51008 -3.38259 3.51109
C -2.10716 -2.99926 3.08129
C -3.91560 -3.53223 7.40292
H -4.22230 -2.58339 3.29183
H -3.82975 -4.26189 2.95044
H -1.77812 -2.08542 3.57629
H -2.06483 -2.82854 2.00483
H -1.39610 -3.78416 3.34685
H -4.94588 -3.86403 7.29461
H -3.81366 -2.89673 8.28118
H -3.23710 -4.37969 7.47728
*
```

As for the HOMO energy: -4.9 eV. The value obtained for the LUMO energy is 1.73 eV. As for the total energy: -65861.7370 eV.

Atomic partial charges in e from the Löwdin method, atoms 1 to 5: -0.11 -0.25 -0.23 -0.18 -0.26


# 3
A cluster of 5 separate species, C15H35N5O5 in total at a distorted geometry, computed with ωB97M-V/def2-TZVPD.

The geometry in ORCA input format:
```
! wB97M-V def2-TZVPD RIJCOSX def2/J DEFGRID3
* xyz 0 1
C 3.68595 5.08317 0.68464
N 2.84914 3.98237 0.29944
C 2.99878 3.53977 -1.10088
C 2.07337 3.35287 1.20828
O 1.39202 2.36104 1.04460
H 4.72419 4.84480 0.45369
H 3.61304 5.48740 1.69428
H 3.56596 5.98632 0.08629
H 4.06550 3.36512 -1.24125
H 2.40856 2.65554 -1.34147
H 2.59234 4.28497 -1.78467
H 2.15311 3.82678 2.19886
C 2.57785 -0.72457 1.90969
N 3.94749 -0.76739 1.35852
C 4.03564 0.02292 0.15681
C 4.92885 -1.51604 1.91836
O 6.06412 -1.66983 1.43882
H 2.54580 -1.11085 2.92844
H 1.80470 -1.19424 1.30162
H 2.33071 0.32904 2.03977
H 5.05435 0.21233 -0.18149
H 3.41612 -0.56872 -0.51717
H 3.54070 0.97738 0.33610
H 4.64338 -1.99023 2.87013
C -1.46350 0.90951 1.14788
N -1.49832 0.41809 -0.27353
C -0.36077 0.75148 -1.14702
C -2.46064 -0.43442 -0.61285
O -2.54451 -0.95051 -1.73675
H -0.57536 0.53617 1.65771
H -2.31114 0.53836 1.72395
H -1.43828 1.99089 1.28235
H 0.53692 0.35451 -0.67303
H -0.41321 0.43360 -2.18831
H -0.22622 1.83301 -1.16395
H -3.19323 -0.61102 0.18985
C -0.08004 -3.78178 -1.77753
N 0.24134 -3.43836 -3.18711
C 1.34221 -4.14975 -3.82997
C -0.33845 -2.35242 -3.80465
O -0.17603 -2.08343 -5.00665
H -0.14961 -4.86952 -1.78667
H -0.96095 -3.40013 -1.26136
H 0.79617 -3.53850 -1.17655
H 1.46424 -3.80501 -4.85679
H 2.22880 -3.80882 -3.29534
H 1.28207 -5.23718 -3.78562
H -0.80542 -1.58300 -3.17051
C -6.29871 0.75389 1.08925
N -5.84411 -0.53446 1.62794
C -5.53984 -0.56834 3.06733
C -5.60478 -1.58763 0.82429
O -4.96409 -2.64752 1.20548
H -5.62962 1.60260 1.23104
H -7.23337 1.01302 1.58663
H -6.54496 0.64018 0.03354
H -6.34761 -0.07879 3.61134
H -5.24058 -1.52933 3.48569
H -4.63619 -0.05663 3.39851
H -6.02382 -1.49870 -0.18996
*
```

As for the HOMO energy: -8.7 eV. Its relative energy (zero: lowest compared OMol25 entry of this formula, charge and spin) is 86.1 kcal per mole. The value obtained for the LUMO energy is 0.30 eV. As for the total energy: -33809.1686 eV. As for the SMILES: CN(C)C=O.CN(C)C=O.CN(C)C=O.CN(C)C=O.CN(C)C=O.

Atomic partial charges in e from the Löwdin method, atoms 1 to 5: -0.08 -0.18 -0.02 -0.33 -0.01


# 4
A cluster of 5 separate species, C15H35N5O5 in total at a distorted geometry, computed with ωB97M-V/def2-TZVPD.

The geometry in ORCA input format:
```
! wB97M-V def2-TZVPD RIJCOSX def2/J DEFGRID3
* xyz 0 1
C 5.40923 12.22248 11.93778
N 4.25187 11.40059 11.73875
C 3.90888 10.30463 12.41819
C 2.51017 9.75357 12.16563
O 4.62981 9.76493 13.25945
H 6.28401 11.72451 12.34459
H 5.20979 13.11275 12.54234
H 5.70188 12.66721 10.98301
H 3.59766 11.69462 11.02521
H 2.02022 9.71357 13.13488
H 2.59679 8.77551 11.69341
H 1.89528 10.36915 11.50444
C 5.03297 11.66638 7.73005
N 3.59871 11.72599 7.72944
C 2.79454 12.28158 8.66721
C 1.28899 12.10753 8.41023
O 3.16342 12.93753 9.62774
H 5.36346 10.63374 7.62612
H 5.37123 12.00347 8.71323
H 5.45220 12.35467 6.99347
H 3.08658 11.44698 6.90986
H 0.78123 12.99113 8.77917
H 0.91570 11.21103 8.90603
H 1.09253 11.95271 7.34683
C 6.62143 8.09813 9.70108
N 5.85291 7.82840 10.89717
C 5.88116 6.63766 11.51826
C 4.98217 6.51531 12.74100
O 6.52509 5.68033 11.09573
H 6.15079 7.58401 8.86362
H 7.63344 7.70066 9.75014
H 6.68976 9.15817 9.47443
H 5.37687 8.56783 11.39154
H 5.12102 7.41197 13.34407
H 5.20442 5.60959 13.29603
H 3.94300 6.42743 12.41815
C 4.08744 4.95333 3.72740
N 3.99153 5.04948 5.17339
C 4.96286 5.18575 6.08888
C 4.50554 5.15326 7.55333
O 6.14660 5.17980 5.76576
H 4.08793 3.89242 3.47067
H 4.92574 5.49671 3.30509
H 3.19516 5.39915 3.28371
H 3.13328 4.63385 5.50486
H 4.57341 4.27473 8.18365
H 3.45086 5.45690 7.54965
H 5.01190 6.00925 7.99965
C 7.25340 8.61033 6.54962
N 7.98187 9.76079 6.01623
C 8.43673 10.71663 6.86668
C 8.76291 12.05400 6.23445
O 8.51917 10.50034 8.06831
H 7.04583 7.91129 5.73590
H 6.29462 8.78603 7.02769
H 7.98532 8.08801 7.16112
H 7.60222 10.05535 5.12912
H 9.66833 12.46420 6.67600
H 7.98751 12.80515 6.37528
H 8.89150 11.86002 5.16838
*
```

As for the HOMO energy: -8.9 eV. Its relative energy (zero: lowest compared OMol25 entry of this formula, charge and spin) is 12.1 kcal per mole. The value obtained for the LUMO energy is 0.11 eV. As for the total energy: -33812.3770 eV. As for the SMILES: CNC(C)=O.CNC(C)=O.CNC(C)=O.CNC(C)=O.CNC(C)=O.

Atomic partial charges in e from the Löwdin method, atoms 1 to 5: -0.06 0.02 -0.56 0.01 0.01


> Among the records above, which one has the lowest total energy?

C15H35FeN6OP


> Which value of total energy does entry 3 give?

-33809.1686 eV


> What is the total energy in the fourth record?

-33812.3770 eV